(A)
Entry from the Open Molecules 2025 dataset: a cluster of 2 separate species, CH5NO3 in total (ωB97M-V with the def2-TZVPD basis set).

Values from the calculation:
Frontier orbital gap ... 10.864 eV
HOMO energy ... -10.245 eV
SMILES ... NC(=O)O.O

```
10
Properties=species:S:1:pos:R:3:lowdin_charge:R:1
N 1.125 1.656 -0.978 0.136
C 1.164 1.329 0.383 -0.618
O 0.536 0.462 0.940 0.081
O 1.574 2.427 1.083 0.076
H 0.947 0.855 -1.565 0.100
H 0.673 2.556 -1.109 0.108
H 1.390 2.276 2.018 0.117
O -2.698 -3.630 -0.500 -0.066
H -1.877 -4.096 -0.704 0.033
H -2.835 -3.837 0.432 0.032
```

=====

(B)
Entry from the Open Molecules 2025 dataset: an isolated molecule of CH5NO3 (ωB97M-V with the def2-TZVPD basis set).

Values from the calculation:
Frontier orbital gap ... 10.898 eV
HOMO energy ... -10.250 eV
SMILES ... N[C@H](O)OO

```
10
Properties=species:S:1:pos:R:3:lowdin_charge:R:1
N 0.951 -0.387 -0.476 0.108
C -0.386 -0.299 -0.113 -0.456
O -1.344 0.464 -1.173 -0.083
O -0.685 0.675 0.782 -0.039
O -0.077 -0.063 2.050 -0.020
H 1.187 -1.153 -1.086 0.099
H 1.387 0.492 -0.724 0.104
H -0.857 -1.274 0.035 0.159
H -1.042 1.377 -1.277 0.056
H 0.865 0.169 1.982 0.073
```

=====

Relative energies, kJ/mol: (A) 0.0; (B) 400.1.